Record 1
{
  "formula": "C23H22BrN3O3S",
  "method": "wB97M-V/def2-TZVPD",
  "symbols": ["C", "H", "O", "C", "C", "C", "C", "C", "C", "Br", "H", "C", "O", "N", "C", "C", "C", "C", "C", "C", "H", "H", "N", "C", "H", "C", "N", "C", "O", "C", "C", "C", "C", "S", "H", "H", "H", "C", "C", "H", "H", "H", "H", "H", "H", "H", "H", "H", "H", "H", "H", "H", "H"],
  "xyz": [[3.54, -3.82, -1.45], [3.58, -3.58, -2.52], [4.51, -3.09, -0.73], [4.46, -1.74, -0.73], [3.51, -0.96, -1.39], [3.56, 0.42, -1.30], [4.55, 1.05, -0.56], [5.52, 0.28, 0.07], [5.46, -1.09, -0.01], [6.75, -2.16, 0.87], [6.31, 0.77, 0.62], [4.66, 2.54, -0.51], [5.72, 3.11, -0.69], [3.51, 3.24, -0.31], [2.25, 2.79, 0.11], [2.09, 1.76, 1.02], [0.83, 1.33, 1.39], [-0.32, 1.95, 0.90], [-0.14, 3.03, 0.03], [1.11, 3.44, -0.36], [1.22, 4.28, -1.04], [-1.00, 3.58, -0.34], [-1.60, 1.59, 1.30], [-2.65, 1.49, 0.31], [-3.61, 1.70, 0.79], [-2.69, 0.07, -0.29], [-2.87, -0.89, 0.77], [-3.92, -1.74, 0.94], [-3.92, -2.58, 1.82], [-5.07, -1.62, 0.02], [-5.72, -2.66, -0.57], [-6.88, -2.27, -1.27], [-7.13, -0.93, -1.17], [-5.93, -0.13, -0.23], [-7.94, -0.37, -1.58], [-7.51, -2.95, -1.81], [-5.36, -3.67, -0.52], [-1.83, -0.83, 1.77], [-1.80, 0.60, 2.34], [-2.77, 0.81, 2.80], [-1.03, 0.70, 3.10], [-0.87, -1.08, 1.31], [-2.06, -1.56, 2.55], [-1.72, -0.13, -0.77], [-3.48, -0.02, -1.04], [-2.50, 2.21, -0.49], [0.77, 0.51, 2.09], [2.96, 1.27, 1.43], [3.61, 4.24, -0.45], [2.82, 1.00, -1.83], [2.74, -1.43, -1.98], [2.53, -3.62, -1.07], [3.78, -4.86, -1.30]],
  "multiplicity": 1,
  "smiles": "COc1ccc(C(=O)Nc2ccc(N3CCN(C(=O)c4cccs4)CC3)cc2)cc1Br",
  "e_tot_ev": -115698.84084,
  "total_charge": 0
}

Record 2
{
  "formula": "C23H22CdN2O2",
  "method": "wB97M-V/def2-TZVPD",
  "symbols": ["Cd", "C", "C", "C", "C", "C", "C", "C", "C", "C", "H", "H", "H", "H", "H", "H", "H", "H", "H", "H", "H", "H", "O", "C", "C", "C", "C", "C", "C", "C", "N", "N", "C", "O", "C", "C", "C", "C", "C", "C", "H", "H", "H", "H", "H", "H", "H", "H", "H", "H"],
  "xyz": [[-0.40, -0.90, 0.71], [-2.99, 2.19, -0.23], [-2.09, 1.71, 0.87], [-2.52, 0.72, 1.76], [-1.69, 0.25, 2.79], [-2.15, -0.80, 3.76], [-0.39, 0.77, 2.88], [0.07, 1.74, 1.99], [1.50, 2.22, 2.06], [-0.80, 2.21, 1.00], [-2.85, 1.55, -1.11], [-2.76, 3.22, -0.51], [-4.04, 2.14, 0.06], [-3.52, 0.33, 1.67], [-1.75, -1.78, 3.50], [-3.24, -0.87, 3.77], [-1.81, -0.58, 4.76], [0.28, 0.39, 3.65], [2.16, 1.53, 1.52], [1.84, 2.26, 3.09], [1.60, 3.20, 1.61], [-0.45, 2.97, 0.31], [0.87, -2.02, 1.98], [2.18, -2.00, 1.83], [2.94, -2.39, 2.95], [4.32, -2.44, 2.94], [5.03, -2.12, 1.79], [4.32, -1.74, 0.67], [2.92, -1.65, 0.65], [2.36, -1.25, -0.64], [1.16, -0.87, -0.82], [0.73, -0.53, -2.09], [-0.58, -0.47, -2.15], [-1.42, -0.72, -1.20], [-1.17, -0.07, -3.46], [-0.36, 0.40, -4.49], [-0.93, 0.79, -5.70], [-2.30, 0.70, -5.88], [-3.11, 0.22, -4.86], [-2.54, -0.16, -3.65], [2.39, -2.66, 3.84], [4.84, -2.75, 3.84], [6.11, -2.17, 1.77], [4.85, -1.50, -0.24], [3.04, -1.26, -1.50], [0.71, 0.46, -4.34], [-0.30, 1.16, -6.49], [-2.74, 1.00, -6.82], [-4.18, 0.15, -5.00], [-3.16, -0.54, -2.85]],
  "multiplicity": 1,
  "e_tot_ev": -35847.93585,
  "total_charge": 0
}

Record 3
{
  "formula": "C23H22CeCl2N9O4",
  "method": "wB97M-V/def2-TZVPD",
  "symbols": ["Ce", "N", "N", "C", "N", "N", "N", "O", "O", "H", "H", "H", "H", "H", "Cl", "C", "C", "C", "Cl", "C", "C", "C", "C", "N", "C", "C", "O", "H", "H", "H", "H", "C", "C", "C", "C", "C", "N", "C", "O", "N", "C", "C", "C", "C", "N", "C", "C", "C", "H", "H", "H", "H", "H", "H", "H", "H", "H", "H", "H", "H", "H"],
  "xyz": [[2.25, -0.15, -0.85], [1.48, -1.17, 1.86], [2.57, -0.99, 2.74], [3.66, -0.33, 2.32], [4.75, -0.25, 3.05], [3.48, 0.24, 1.11], [4.47, 0.65, 0.36], [4.14, 0.92, -0.80], [5.60, 0.76, 0.76], [0.61, -0.90, 2.32], [1.41, -2.15, 1.57], [2.58, -1.50, 3.63], [4.86, -0.75, 3.92], [5.56, 0.27, 2.71], [3.02, -5.06, -0.75], [2.83, -4.14, -2.19], [3.00, -4.75, -3.43], [2.82, -4.03, -4.60], [3.03, -4.80, -6.12], [2.46, -2.66, -4.54], [2.19, -1.88, -5.67], [1.82, -0.57, -5.53], [1.76, -0.01, -4.25], [2.01, -0.70, -3.14], [2.33, -2.04, -3.26], [2.51, -2.79, -2.04], [2.36, -2.22, -0.85], [3.25, -5.80, -3.48], [2.28, -2.33, -6.65], [1.57, 0.04, -6.38], [1.52, 1.04, -4.13], [-3.96, -0.91, 4.18], [-3.97, 0.36, 3.39], [-2.85, 1.17, 3.33], [-2.85, 2.35, 2.61], [-3.99, 2.74, 1.91], [-4.03, 3.91, 1.13], [-3.05, 4.53, 0.43], [-3.14, 5.64, -0.01], [-1.82, 3.82, 0.23], [-1.61, 2.53, -0.11], [-2.62, 1.60, -0.40], [-2.27, 0.29, -0.66], [-0.94, -0.09, -0.66], [0.06, 0.79, -0.44], [-0.28, 2.06, -0.17], [-5.13, 1.93, 1.98], [-5.11, 0.76, 2.71], [-2.95, -1.18, 4.48], [-4.40, -1.73, 3.60], [-4.56, -0.80, 5.08], [-1.95, 0.89, 3.87], [-1.98, 2.99, 2.62], [-4.89, 4.44, 1.14], [-1.05, 4.47, 0.09], [-3.65, 1.92, -0.47], [-3.04, -0.44, -0.88], [-0.64, -1.13, -0.85], [0.54, 2.75, 0.01], [-6.02, 2.23, 1.45], [-6.00, 0.15, 2.74]],
  "multiplicity": 2,
  "e_tot_ev": -83768.91245,
  "total_charge": 2
}

Record 4
{
  "formula": "C23H22ClN3O3S",
  "method": "wB97M-V/def2-TZVPD",
  "symbols": ["C", "H", "O", "C", "C", "C", "C", "C", "C", "O", "C", "H", "H", "H", "C", "C", "C", "N", "C", "O", "C", "H", "H", "C", "N", "C", "H", "H", "S", "C", "C", "C", "C", "C", "C", "C", "H", "H", "H", "Cl", "H", "H", "H", "H", "H", "C", "N", "H", "H", "H", "H", "H", "H"],
  "xyz": [[1.46, 4.24, -0.63], [2.55, 4.08, -1.15], [0.91, 3.10, -0.85], [-0.47, 2.86, -0.38], [-1.20, 3.76, 0.08], [-2.56, 3.66, 0.76], [-3.19, 2.38, 0.77], [-2.45, 1.46, -0.10], [-1.19, 1.65, -0.57], [-0.46, 0.51, -1.04], [0.28, 0.92, -2.14], [0.21, -0.13, -2.79], [1.38, 0.78, -1.98], [-0.02, 1.59, -2.79], [-3.20, 0.10, -0.16], [-2.61, -1.00, -0.73], [-1.68, -2.02, -0.21], [-1.47, -1.87, 1.17], [-2.07, -0.95, 1.90], [-1.89, -0.91, 3.25], [-3.47, -0.46, 1.29], [-3.90, 0.41, 2.22], [-4.18, -1.14, 1.38], [-0.30, -2.47, 1.74], [0.88, -2.15, 0.47], [0.86, -3.03, -0.52], [1.38, -2.77, -1.30], [1.09, -3.94, -0.41], [-1.05, -3.18, -1.07], [1.64, -1.15, 0.83], [1.09, 0.13, 1.33], [1.76, 1.17, 1.32], [3.06, 1.33, 0.88], [3.55, 0.03, 0.25], [2.88, -1.13, 0.25], [3.69, -2.08, -0.20], [3.69, -2.34, -1.50], [4.68, -2.20, 0.36], [3.19, -3.15, 0.18], [5.04, 0.41, -0.33], [3.67, 2.14, 1.02], [1.22, 2.12, 2.18], [0.00, -0.05, 1.86], [-0.09, -2.30, 2.61], [-0.56, -3.53, 1.53], [-2.62, -1.05, -2.24], [-2.91, -1.06, -3.32], [-4.04, 0.20, -0.43], [-4.08, 2.46, 0.87], [-3.17, 4.63, 1.21], [-0.74, 4.96, 0.28], [1.54, 4.60, 0.27], [1.08, 5.09, -1.38]],
  "multiplicity": 1,
  "e_tot_ev": -58157.69162,
  "total_charge": 0
}

Record 5
{
  "formula": "C23H22ClN4O5S",
  "method": "wB97M-V/def2-TZVPD",
  "symbols": ["C", "N", "C", "C", "C", "C", "C", "C", "C", "C", "O", "N", "C", "C", "O", "N", "C", "C", "O", "C", "C", "H", "H", "H", "H", "H", "H", "H", "H", "H", "H", "H", "H", "H", "H", "H", "H", "H", "N", "C", "C", "C", "C", "C", "S", "C", "Cl", "O", "O", "C", "C", "H", "H", "H", "H", "H"],
  "xyz": [[-6.15, 0.77, 1.58], [-5.05, 1.11, 2.48], [-5.31, 2.26, 3.32], [-3.74, 0.66, 2.24], [-3.03, 1.09, 1.09], [-1.71, 0.72, 0.93], [-1.04, -0.12, 1.84], [0.40, -0.46, 1.75], [1.47, 0.35, 2.00], [2.81, -0.30, 2.03], [2.98, -1.52, 1.92], [3.93, 0.54, 2.20], [5.22, -0.10, 2.33], [3.88, 1.93, 2.28], [4.89, 2.63, 2.33], [2.60, 2.50, 2.29], [2.60, 3.93, 2.54], [1.40, 1.78, 2.43], [0.37, 2.32, 2.87], [-1.84, -0.72, 2.85], [-3.13, -0.28, 3.10], [-5.87, -0.09, 0.96], [-7.03, 0.52, 2.19], [-6.41, 1.63, 0.95], [-4.40, 2.50, 3.89], [-5.60, 3.12, 2.69], [-6.14, 2.03, 3.99], [-3.55, 1.74, 0.37], [-1.16, 1.05, 0.04], [0.62, -1.52, 1.53], [5.95, 0.69, 2.44], [5.19, -0.75, 3.21], [5.43, -0.70, 1.43], [1.56, 4.26, 2.53], [3.08, 4.13, 3.50], [3.18, 4.41, 1.75], [-1.39, -1.53, 3.43], [-3.71, -0.67, 3.94], [3.01, -5.00, -8.22], [2.51, -4.34, -7.39], [1.86, -3.54, -6.38], [1.35, -2.28, -6.72], [0.74, -1.49, -5.76], [0.61, -1.96, -4.45], [-0.33, -0.94, -3.29], [0.76, -0.55, -2.01], [0.72, 0.99, -1.38], [-0.66, 0.23, -4.11], [-1.40, -1.79, -2.80], [1.13, -3.20, -4.09], [1.75, -3.99, -5.07], [1.43, -1.90, -7.74], [0.34, -0.51, -6.03], [1.69, -1.10, -1.90], [1.03, -3.57, -3.07], [2.16, -4.97, -4.80]],
  "multiplicity": 1,
  "e_tot_ev": -63763.26037,
  "total_charge": -1
}

Record 6
{
  "formula": "C23H22ClNPTb",
  "method": "wB97M-V/def2-TZVPD",
  "symbols": ["Tb", "Cl", "P", "C", "C", "C", "C", "C", "C", "C", "C", "C", "C", "C", "C", "C", "C", "C", "C", "C", "C", "H", "H", "H", "H", "H", "H", "H", "H", "H", "H", "H", "H", "H", "H", "H", "H", "H", "C", "C", "C", "N", "C", "C", "H", "H", "H", "H", "H"],
  "xyz": [[1.70, -0.33, 0.03], [-0.61, -0.74, 0.45], [0.77, 2.09, -1.02], [2.48, 1.89, -1.81], [3.42, 2.93, -1.68], [4.67, 2.85, -2.31], [5.04, 1.69, -3.00], [4.16, 0.61, -3.04], [2.87, 0.69, -2.47], [-0.44, 2.11, -2.37], [-1.82, 1.96, -2.07], [-2.76, 1.88, -3.11], [-2.35, 1.98, -4.45], [-0.99, 2.12, -4.74], [-0.04, 2.21, -3.71], [0.67, 3.69, -0.15], [0.43, 3.68, 1.24], [0.04, 4.86, 1.89], [0.08, 6.09, 1.22], [0.45, 6.11, -0.13], [0.73, 4.93, -0.82], [-2.12, 1.91, -1.02], [-3.82, 1.77, -2.86], [-3.10, 1.99, -5.24], [-0.68, 2.20, -5.79], [1.01, 2.37, -3.95], [3.19, 3.79, -1.04], [5.36, 3.70, -2.29], [6.00, 1.64, -3.52], [4.46, -0.31, -3.54], [2.13, -0.13, -2.66], [0.54, 2.73, 1.79], [-0.28, 4.81, 2.92], [-0.19, 7.01, 1.75], [0.51, 7.07, -0.64], [0.98, 4.97, -1.89], [4.54, 2.83, 0.72], [4.11, 3.21, 1.19], [2.53, 0.19, 4.67], [1.13, 0.19, 4.58], [0.54, -0.03, 3.34], [1.30, -0.08, 2.19], [2.66, 0.02, 2.28], [3.28, 0.09, 3.52], [3.01, 0.27, 5.63], [0.49, 0.37, 5.44], [-0.54, -0.17, 3.18], [3.26, 0.07, 1.31], [4.37, 0.10, 3.51]],
  "multiplicity": 7,
  "e_tot_ev": -69928.63691,
  "total_charge": 2
}

Record 7
{
  "formula": "C23H22CuN5Si",
  "method": "wB97M-V/def2-TZVPD",
  "symbols": ["Cu", "C", "C", "N", "C", "C", "N", "C", "N", "N", "N", "C", "C", "C", "C", "C", "C", "H", "H", "H", "H", "H", "H", "H", "H", "H", "H", "H", "C", "C", "C", "C", "C", "C", "Si", "C", "C", "C", "C", "C", "C", "H", "H", "H", "H", "H", "H", "H", "H", "H", "H", "H"],
  "xyz": [[-1.16, 0.23, -0.59], [1.73, 1.94, -0.92], [0.97, 1.96, 0.36], [-0.27, 1.54, 0.57], [-0.64, 1.86, 1.85], [0.35, 2.56, 2.45], [1.42, 2.64, 1.49], [2.75, 3.29, 1.61], [3.22, 3.18, 2.96], [4.14, 4.22, 3.26], [4.59, 4.07, 4.45], [3.93, 2.95, 5.02], [3.96, 2.45, 6.30], [3.34, 1.21, 6.56], [2.65, 0.48, 5.54], [2.51, 1.05, 4.28], [3.18, 2.29, 4.04], [0.98, 1.87, -1.73], [2.45, 1.12, -0.98], [2.28, 2.89, -1.00], [-1.68, 1.69, 2.22], [0.45, 2.98, 3.46], [2.73, 4.39, 1.43], [3.40, 2.68, 0.94], [4.45, 3.09, 7.05], [3.37, 0.85, 7.63], [2.22, -0.50, 5.77], [1.98, 0.56, 3.51], [-5.16, -0.83, -5.22], [-5.56, -1.45, -4.07], [-4.74, -1.66, -2.97], [-3.47, -1.15, -2.96], [-3.05, -0.40, -4.06], [-3.86, -0.27, -5.25], [-2.27, -1.41, -1.54], [-1.16, -2.85, -2.10], [-1.43, -4.01, -1.41], [-0.74, -5.15, -1.81], [0.06, -5.15, -2.95], [0.30, -3.99, -3.67], [-0.25, -2.76, -3.14], [-5.81, -0.68, -6.09], [-6.59, -1.87, -4.05], [-5.14, -2.20, -2.14], [-2.10, 0.12, -3.99], [-3.47, 0.30, -6.09], [-3.06, -1.96, -0.44], [-2.16, -4.12, -0.61], [-0.89, -6.08, -1.24], [0.42, -6.11, -3.31], [0.90, -4.01, -4.63], [-0.07, -1.86, -3.78]],
  "multiplicity": 1,
  "e_tot_ev": -84173.80021,
  "total_charge": 0
}

Record 8
{
  "formula": "C23H22FI2N5O7STl",
  "method": "wB97M-V/def2-TZVPD",
  "symbols": ["Tl", "O", "C", "C", "C", "C", "C", "C", "C", "O", "N", "N", "C", "C", "C", "C", "C", "C", "N", "H", "H", "H", "H", "H", "H", "H", "H", "H", "H", "I", "I", "O", "S", "C", "C", "C", "C", "H", "H", "H", "H", "H", "H", "H", "H", "F", "C", "C", "N", "C", "C", "O", "O", "C", "O", "N", "C", "O", "H", "H", "H", "H"],
  "xyz": [[-0.05, 0.21, -0.06], [-0.14, -2.23, 3.98], [1.19, -2.42, 4.12], [1.60, -3.40, 5.03], [2.94, -3.65, 5.21], [3.90, -2.94, 4.49], [3.50, -1.97, 3.59], [2.14, -1.69, 3.39], [1.72, -0.63, 2.42], [0.47, -0.52, 2.17], [2.68, 0.12, 1.90], [2.13, 0.97, 1.00], [2.80, 1.98, 0.63], [2.20, 2.98, -0.28], [2.98, 3.99, -0.83], [2.37, 4.93, -1.66], [1.02, 4.83, -1.91], [0.31, 3.79, -1.31], [0.88, 2.90, -0.51], [-0.24, -1.57, 3.25], [0.84, -3.95, 5.57], [3.25, -4.41, 5.91], [4.96, -3.14, 4.63], [4.22, -1.39, 3.03], [3.81, 2.15, 1.01], [4.04, 4.03, -0.61], [2.96, 5.72, -2.10], [0.51, 5.54, -2.55], [-0.76, 3.67, -1.47], [0.69, -0.21, -2.82], [1.69, -0.40, -5.45], [-3.02, 2.52, -0.67], [-3.12, 1.06, -0.29], [-4.84, 0.73, 0.21], [-5.44, -0.27, -0.78], [-4.78, 0.05, -2.13], [-3.29, 0.10, -1.82], [-5.30, 1.72, 0.15], [-4.82, 0.38, 1.24], [-6.52, -0.20, -0.82], [-5.18, -1.28, -0.48], [-5.11, 1.03, -2.47], [-5.02, -0.68, -2.90], [-2.67, 0.60, -2.56], [-2.87, -0.90, -1.62], [-2.16, -5.94, 4.77], [-2.57, -4.80, 4.19], [-2.32, -4.56, 2.91], [-2.73, -3.39, 2.28], [-2.42, -3.20, 0.86], [-0.92, -3.17, 0.56], [-0.24, -4.06, 1.10], [-0.54, -2.25, -0.23], [-3.37, -2.40, 2.98], [-3.74, -1.34, 2.49], [-3.59, -2.69, 4.31], [-3.26, -3.84, 5.03], [-3.53, -3.96, 6.20], [-1.75, -5.24, 2.29], [-2.90, -2.29, 0.53], [-2.84, -4.05, 0.31], [-4.03, -1.95, 4.84]],
  "multiplicity": 1,
  "e_tot_ev": -80442.57269,
  "total_charge": -1
}

Record 9
{
  "formula": "C23H22IN4O10STeY",
  "method": "wB97M-V/def2-TZVPD",
  "symbols": ["Y", "O", "C", "O", "C", "C", "C", "C", "C", "O", "C", "C", "O", "O", "H", "H", "H", "H", "H", "H", "H", "H", "O", "C", "C", "C", "C", "C", "C", "C", "N", "C", "C", "N", "H", "H", "H", "H", "H", "H", "H", "N", "C", "O", "C", "I", "H", "H", "H", "H", "O", "N", "O", "O", "Te", "C", "C", "C", "C", "S", "H", "H", "H"],
  "xyz": [[0.17, -0.01, -0.07], [1.74, -2.73, -3.01], [1.48, -2.37, -1.87], [0.48, -1.73, -1.46], [2.56, -2.67, -0.77], [3.31, -1.36, -0.48], [4.66, -1.69, 0.18], [4.18, -2.18, 1.55], [2.66, -1.91, 1.46], [2.58, -0.79, 0.59], [1.98, -3.01, 0.62], [0.43, -2.89, 0.74], [-0.26, -3.88, 0.59], [-0.01, -1.75, 1.14], [3.23, -3.45, -1.15], [3.38, -0.66, -1.31], [5.27, -0.79, 0.27], [5.23, -2.43, -0.38], [4.62, -1.61, 2.37], [4.39, -3.24, 1.71], [2.17, -1.69, 2.41], [2.23, -4.03, 0.94], [-1.77, 0.18, -1.02], [-2.23, 1.35, -1.33], [-3.48, 1.81, -0.85], [-3.99, 3.03, -1.23], [-3.29, 3.86, -2.10], [-2.08, 3.45, -2.59], [-1.53, 2.21, -2.23], [-0.26, 1.79, -2.77], [0.53, 0.83, -2.32], [1.57, 0.75, -3.19], [1.42, 1.67, -4.18], [0.25, 2.32, -3.91], [-4.01, 1.16, -0.17], [-4.95, 3.35, -0.83], [-3.69, 4.82, -2.38], [-1.53, 4.11, -3.24], [2.34, 0.00, -3.10], [2.02, 1.91, -5.04], [-0.11, 3.13, -4.39], [2.08, 3.14, 1.73], [1.17, 2.88, 0.70], [1.28, 1.75, 0.11], [0.24, 3.84, 0.39], [1.62, 5.28, -1.88], [2.82, 2.45, 1.75], [2.37, 4.09, 1.84], [0.17, 4.75, 0.96], [-0.55, 3.62, -0.30], [0.64, 0.32, 2.45], [-0.57, 0.25, 2.32], [-1.25, -0.36, 3.11], [-1.11, 0.88, 1.41], [-2.57, -1.54, 0.83], [-3.68, -2.71, 2.25], [-4.28, -2.24, 3.40], [-5.14, -3.15, 4.04], [-5.20, -4.35, 3.39], [-4.18, -4.36, 1.99], [-4.09, -1.25, 3.75], [-5.70, -2.93, 4.93], [-5.78, -5.22, 3.64]],
  "multiplicity": 1,
  "e_tot_ev": -77917.31728,
  "total_charge": -2
}